Entry 1:
A single C6H10N2O molecule in a non-equilibrium geometry. Source: the OMol25 dataset; level of theory: ωB97M-V with the def2-TZVPD basis set.

Geometry as XYZ:
```
19
Properties=species:S:1:pos:R:3:lowdin_charge:R:1
C -0.861 -1.439 1.188 -0.050
C -0.825 -0.349 0.132 -0.568
C -2.017 -0.313 -0.751 -0.043
N -0.540 0.917 0.938 0.132
C 0.276 1.716 0.472 -0.067
C 1.425 1.738 -0.085 -0.321
O 2.106 2.665 -0.727 0.066
C 1.621 0.137 -0.140 -0.139
N 0.477 -0.600 -0.561 0.010
H -0.576 -2.363 0.723 0.073
H -1.840 -1.596 1.733 0.102
H -0.128 -1.194 1.919 0.061
H -1.794 0.366 -1.591 0.087
H -2.913 -0.184 -0.022 0.121
H -2.289 -1.289 -1.249 0.096
H 3.020 2.645 -0.502 0.097
H 2.528 -0.080 -0.840 0.156
H 1.861 -0.156 0.883 0.108
H 0.468 -0.621 -1.521 0.080
```

Values from the calculation:
* largest force on an atom: 0.0536 hartree/bohr
* SMILES string: CC1(C)N=C=C(O)CN1
* E_LUMO: 0.61 eV
* relative energy (zero: lowest compared OMol25 entry of this formula, charge and spin): 403.2 kJ/mol
* frontier orbital gap: 8.45 eV


Entry 2:
A molecular structure, C29H30CeN3O4Se in a non-equilibrium geometry. Source: the OMol25 dataset; level of theory: ωB97M-V with the def2-TZVPD basis set.

Geometry as XYZ:
```
68
Properties=species:S:1:pos:R:3:lowdin_charge:R:1
Ce 8.508 15.141 7.883 1.198
C 9.069 18.548 8.777 0.023
O 9.310 17.525 7.753 -0.265
C 10.569 17.527 7.181 -0.234
C 10.982 18.631 6.401 -0.002
C 12.349 18.788 6.142 -0.080
C 13.208 17.727 6.381 -0.092
C 12.806 16.532 6.944 0.014
C 11.461 16.429 7.415 -0.170
N 10.966 15.267 8.002 -0.093
N 11.886 14.369 8.283 0.133
C 11.746 13.489 9.281 -0.136
C 10.503 13.154 9.943 -0.259
O 9.405 13.670 9.486 -0.180
C 10.532 12.324 11.113 0.030
C 11.709 11.838 11.616 -0.006
C 12.925 12.090 10.979 -0.159
C 14.156 11.601 11.500 -0.017
C 15.390 11.959 10.971 -0.082
C 15.371 12.733 9.832 -0.081
C 14.192 13.175 9.272 -0.041
C 12.957 12.898 9.787 -0.102
H 9.136 19.499 8.337 0.074
H 9.876 18.412 9.529 0.129
H 8.090 18.443 9.203 0.088
H 10.275 19.388 6.147 0.108
H 12.731 19.739 5.777 0.107
H 14.243 17.866 6.136 0.101
H 13.464 15.703 7.198 0.099
H 9.573 12.164 11.601 0.126
H 11.688 11.245 12.503 0.114
H 14.066 10.869 12.304 0.113
H 16.262 11.655 11.486 0.091
H 16.317 12.937 9.329 0.109
H 14.207 13.759 8.340 0.108
N 7.207 16.339 5.752 -0.022
C 5.977 17.096 6.108 -0.209
C 5.227 16.635 7.363 -0.088
C 6.046 15.656 8.172 -0.647
O 6.795 16.164 9.062 -0.105
O 6.187 14.398 7.834 -0.106
H 7.855 17.018 5.325 0.102
H 6.971 15.703 4.992 0.106
H 5.303 17.023 5.223 0.127
H 6.299 18.135 6.270 0.119
H 4.205 16.261 7.097 0.136
H 5.097 17.549 8.014 0.134
C 10.285 8.052 10.328 -0.074
C 9.894 9.066 9.288 -0.271
C 8.646 9.702 9.388 -0.036
C 8.301 10.761 8.538 -0.291
C 6.971 11.375 8.729 -0.083
C 9.204 11.216 7.492 -0.538
Se 8.769 12.476 6.103 0.621
C 10.443 10.557 7.378 -0.337
C 11.479 11.006 6.387 -0.122
C 10.743 9.462 8.206 -0.012
H 9.541 7.280 10.500 0.069
H 10.569 8.440 11.317 0.071
H 11.194 7.526 10.002 0.071
H 7.896 9.329 10.114 0.121
H 6.324 10.694 9.277 0.075
H 6.583 11.736 7.789 0.041
H 7.040 12.284 9.376 0.086
H 12.034 11.913 6.767 0.078
H 11.030 11.211 5.381 0.038
H 12.289 10.260 6.221 0.076
H 11.648 8.874 8.041 0.105
```

Values from the calculation:
* largest force on an atom: 0.0706 hartree/bohr
* 2S+1: 2
* E_LUMO (alpha / beta): -1.20 / -1.19 eV
* frontier orbital gap (alpha / beta): 5.15 / 5.16 eV


Entry 3:
10 unconnected molecules or ions with the total composition C48H102N10O8 in a non-equilibrium geometry. Source: the OMol25 dataset; level of theory: ωB97M-V with the def2-TZVPD basis set.

Geometry as XYZ:
```
168
Properties=species:S:1:pos:R:3:lowdin_charge:R:1
C -0.377 -2.136 3.186 -0.084
O -0.821 -2.525 1.906 -0.248
C -1.913 -3.424 1.999 -0.225
C -2.651 -3.506 0.674 -0.187
N -1.609 -3.800 -0.349 -0.022
C -2.203 -4.101 -1.632 -0.227
C -3.324 -3.199 -2.036 -0.249
O -2.815 -1.908 -2.276 -0.231
C -3.812 -0.930 -2.358 -0.100
H -0.134 -3.018 3.786 0.099
H -1.194 -1.511 3.636 0.080
H 0.465 -1.487 2.961 0.070
H -2.541 -3.103 2.840 0.115
H -1.552 -4.470 2.294 0.143
H -3.314 -2.634 0.507 0.106
H -3.326 -4.363 0.751 0.125
H -0.987 -3.002 -0.484 0.085
H -2.498 -5.125 -1.726 0.110
H -1.412 -4.097 -2.421 0.115
H -4.176 -3.180 -1.325 0.119
H -3.677 -3.557 -3.061 0.141
H -4.540 -1.142 -3.176 0.107
H -3.299 -0.002 -2.598 0.080
H -4.337 -0.778 -1.407 0.058
C 5.762 -3.271 -5.814 -0.100
O 4.605 -2.657 -6.344 -0.216
C 4.670 -1.276 -6.472 -0.243
C 3.239 -0.793 -6.430 -0.188
N 2.727 -1.241 -5.151 -0.063
C 1.463 -0.737 -4.721 -0.205
C 0.234 -1.141 -5.507 -0.218
O -0.002 -2.479 -5.186 -0.219
C -1.362 -2.820 -5.286 -0.105
H 6.028 -2.912 -4.777 0.097
H 6.591 -3.056 -6.485 0.081
H 5.474 -4.358 -5.729 0.107
H 5.208 -0.993 -7.363 0.122
H 5.157 -0.974 -5.589 0.094
H 2.596 -1.238 -7.220 0.126
H 3.183 0.318 -6.514 0.133
H 2.807 -2.240 -5.099 0.100
H 1.531 0.391 -4.749 0.132
H 1.302 -1.001 -3.717 0.082
H 0.231 -1.023 -6.562 0.115
H -0.548 -0.558 -5.008 0.122
H -1.455 -3.912 -5.107 0.098
H -1.770 -2.482 -6.284 0.105
H -1.934 -2.238 -4.524 0.079
C 2.069 0.984 3.261 -0.135
O 0.703 1.120 3.277 -0.218
C 0.279 2.409 2.908 -0.235
C 0.529 3.467 3.957 -0.199
N -0.056 3.157 5.255 -0.037
C 0.838 2.322 6.020 -0.231
C 0.342 2.363 7.471 -0.186
O 0.753 3.591 8.123 -0.216
C 2.056 3.638 8.555 -0.147
H 2.359 -0.062 3.486 0.100
H 2.610 1.706 3.802 0.066
H 2.339 1.069 2.198 0.061
H -0.775 2.240 2.754 0.081
H 0.723 2.784 1.955 0.131
H 0.119 4.395 3.596 0.111
H 1.620 3.576 4.011 0.112
H -0.078 3.985 5.888 0.130
H 1.823 2.759 6.048 0.100
H 0.920 1.268 5.784 0.106
H 0.742 1.478 8.010 0.123
H -0.729 2.518 7.627 0.123
H 2.124 4.661 8.947 0.096
H 2.801 3.441 7.786 0.080
H 2.180 2.980 9.416 0.087
C 3.176 -8.270 -0.866 -0.153
O 2.253 -7.728 -1.747 -0.201
C 2.544 -6.349 -2.068 -0.231
C 1.357 -5.809 -2.804 -0.185
N 1.708 -4.354 -3.057 -0.041
C 1.582 -3.440 -1.895 -0.210
C 2.925 -2.862 -1.556 -0.216
O 2.752 -1.771 -0.629 -0.221
C 3.240 -2.128 0.681 -0.088
H 4.185 -7.972 -1.141 0.076
H 3.089 -9.389 -0.818 0.100
H 2.992 -7.901 0.177 0.093
H 3.414 -6.319 -2.706 0.119
H 2.703 -5.766 -1.104 0.133
H 0.491 -5.929 -2.119 0.117
H 1.244 -6.362 -3.757 0.131
H 1.130 -4.075 -3.899 0.101
H 1.243 -3.966 -1.015 0.106
H 0.843 -2.619 -2.047 0.113
H 3.419 -2.484 -2.452 0.107
H 3.654 -3.567 -1.160 0.110
H 3.250 -1.187 1.235 0.070
H 4.231 -2.549 0.710 0.077
H 2.592 -2.825 1.243 0.095
C -4.717 -0.326 5.916 -0.076
C -3.922 0.982 5.562 -0.236
C -2.511 0.702 5.228 -0.218
C -1.705 -0.042 6.187 -0.256
N -1.036 -0.669 6.831 0.171
H -5.762 -0.165 6.153 0.070
H -4.286 -0.955 6.664 0.063
H -4.711 -0.858 5.025 0.036
H -3.955 1.687 6.389 0.109
H -4.431 1.344 4.659 0.092
H -1.937 1.600 4.875 0.110
H -2.479 0.009 4.326 0.100
C 5.478 2.652 -3.080 -0.068
C 5.712 1.564 -1.968 -0.234
C 4.629 0.513 -1.904 -0.185
C 3.545 1.072 -1.101 -0.213
N 2.803 1.555 -0.349 0.190
H 4.445 2.873 -3.297 0.048
H 5.875 2.222 -4.014 0.069
H 6.113 3.540 -3.003 0.071
H 5.832 1.979 -1.005 0.088
H 6.643 0.973 -2.116 0.117
H 4.866 -0.379 -1.273 0.129
H 4.324 0.125 -2.848 0.098
C -7.248 1.519 2.391 -0.100
C -6.212 0.425 2.090 -0.246
C -6.128 0.164 0.568 -0.198
C -5.783 1.290 -0.307 -0.232
N -5.580 2.229 -0.942 0.158
H -7.159 1.763 3.442 0.066
H -8.236 1.102 2.232 0.077
H -7.054 2.373 1.801 0.051
H -6.652 -0.493 2.514 0.112
H -5.228 0.709 2.540 0.089
H -7.047 -0.362 0.278 0.127
H -5.352 -0.587 0.413 0.081
C 1.392 4.082 -3.887 -0.083
C 1.589 4.745 -2.480 -0.262
C 2.206 6.149 -2.468 -0.202
C 1.411 7.160 -3.172 -0.232
N 0.823 7.988 -3.707 0.136
H 0.938 3.064 -3.823 0.051
H 2.333 3.875 -4.386 0.050
H 0.694 4.751 -4.445 0.082
H 2.301 4.180 -1.831 0.096
H 0.689 4.799 -1.900 0.067
H 3.191 6.049 -2.983 0.124
H 2.436 6.389 -1.436 0.115
C -3.892 6.179 2.249 -0.097
C -3.586 4.732 2.611 -0.231
C -2.968 3.997 1.392 -0.184
C -1.770 4.634 0.871 -0.243
N -0.808 5.124 0.473 0.165
H -4.651 6.292 1.445 0.096
H -3.020 6.677 1.967 0.045
H -4.274 6.684 3.123 0.069
H -4.489 4.267 2.964 0.095
H -2.841 4.581 3.378 0.097
H -3.694 3.980 0.583 0.105
H -2.625 2.980 1.683 0.078
C -0.989 1.633 -1.645 -0.071
C -0.413 0.259 -1.160 -0.207
C -0.246 0.025 0.403 -0.143
C -1.507 0.227 1.109 -0.201
N -2.432 0.533 1.714 0.195
H -0.505 2.442 -1.077 0.060
H -2.065 1.763 -1.397 0.067
H -0.842 1.796 -2.684 0.040
H 0.623 0.159 -1.512 0.071
H -0.880 -0.651 -1.580 0.081
H 0.527 0.736 0.801 0.094
H 0.212 -0.949 0.535 0.092
```

Values from the calculation:
* largest force on an atom: 0.0758 hartree/bohr
* SMILES string: COCCNCCOC.COCCNCCOC.COCCNCCOC.COCCNCCOC.CCCC#N.CCCC#N.CCCC#N.CCCC#N.CCCC#N.CCCC#N
* E_LUMO: 0.45 eV
* relative energy (zero: lowest compared OMol25 entry of this formula, charge and spin): 183.5 kJ/mol
* frontier orbital gap: 9.18 eV


Entry 4:
6 unconnected molecules or ions with the total composition C25H58N2O9. Source: the OMol25 dataset; level of theory: ωB97M-V with the def2-TZVPD basis set.

Geometry as XYZ:
```
94
Properties=species:S:1:pos:R:3:lowdin_charge:R:1
H -2.407 -0.088 1.523 0.050
N -1.889 -0.788 0.986 0.114
C -1.230 -0.221 0.076 -0.218
C -1.190 1.257 -0.208 -0.152
O -2.082 1.967 0.642 -0.056
C -1.499 2.983 1.362 -0.536
O -0.675 2.757 2.207 0.125
N -1.998 4.229 1.077 -0.014
C -2.864 4.430 -0.092 -0.160
C -4.279 4.886 0.264 -0.218
C -4.958 3.984 1.305 -0.084
C -1.038 5.306 1.354 -0.141
C -1.659 6.703 1.363 -0.167
C -0.799 7.670 2.189 -0.092
C -1.241 7.953 3.607 -0.505
O -0.516 8.398 4.448 0.121
O -2.555 7.663 3.860 0.081
H -0.596 -0.826 -0.574 0.088
H -1.461 1.437 -1.254 0.128
H -0.159 1.599 -0.072 0.137
H -2.944 3.500 -0.650 0.117
H -2.396 5.163 -0.756 0.120
H -4.276 5.931 0.577 0.090
H -4.855 4.851 -0.665 0.106
H -5.965 3.721 0.983 0.071
H -5.023 4.440 2.290 0.061
H -4.408 3.044 1.401 0.066
H -0.227 5.269 0.614 0.139
H -0.584 5.107 2.323 0.126
H -2.660 6.659 1.784 0.098
H -1.713 7.094 0.346 0.112
H -0.725 8.641 1.693 0.130
H 0.227 7.301 2.267 0.126
H -2.954 8.394 4.347 0.123
C 0.909 -3.869 -1.054 -0.046
C 2.117 -2.944 -1.029 -0.489
C 3.291 -3.573 -0.302 -0.050
O 1.755 -1.693 -0.437 -0.069
H 0.573 -4.075 -0.034 0.087
H 0.081 -3.403 -1.591 0.079
H 1.139 -4.822 -1.530 0.065
H 2.422 -2.700 -2.048 0.117
H 3.021 -3.793 0.735 0.073
H 4.143 -2.891 -0.290 0.088
H 3.594 -4.507 -0.777 0.065
H 1.478 -1.867 0.471 0.085
C 4.496 -6.218 -3.728 -0.051
C 3.294 -5.296 -3.836 -0.495
C 2.439 -5.612 -5.052 -0.053
O 3.714 -3.928 -3.861 -0.070
H 5.138 -6.108 -4.607 0.083
H 5.086 -5.974 -2.844 0.077
H 4.185 -7.261 -3.661 0.083
H 2.690 -5.385 -2.933 0.111
H 3.023 -5.484 -5.968 0.083
H 1.581 -4.941 -5.101 0.079
H 2.077 -6.640 -5.021 0.081
H 4.260 -3.810 -4.648 0.084
C 5.719 -7.589 1.675 -0.062
C 4.764 -6.418 1.517 -0.508
C 4.397 -5.803 2.859 -0.058
O 3.587 -6.826 0.816 -0.064
H 5.253 -8.379 2.271 0.081
H 5.973 -8.009 0.701 0.078
H 6.640 -7.285 2.174 0.080
H 5.223 -5.656 0.884 0.129
H 3.896 -6.545 3.488 0.083
H 3.717 -4.963 2.724 0.066
H 5.284 -5.451 3.388 0.082
H 3.153 -7.497 1.354 0.086
C 3.199 0.681 -4.326 -0.057
C 3.891 -0.013 -5.489 -0.499
C 2.922 -0.860 -6.297 -0.062
O 4.977 -0.810 -5.019 -0.053
H 2.772 -0.060 -3.644 0.077
H 3.911 1.285 -3.764 0.080
H 2.392 1.327 -4.676 0.078
H 4.350 0.736 -6.138 0.136
H 2.498 -1.647 -5.666 0.074
H 3.435 -1.341 -7.131 0.078
H 2.100 -0.262 -6.696 0.079
H 4.602 -1.475 -4.430 0.065
C -8.909 3.086 5.086 -0.064
C -7.611 3.151 4.297 -0.505
C -6.393 3.013 5.196 -0.059
O -7.541 4.355 3.535 -0.063
H -8.952 3.906 5.809 0.080
H -9.766 3.178 4.420 0.078
H -8.991 2.146 5.634 0.079
H -7.601 2.353 3.551 0.137
H -6.365 3.831 5.922 0.082
H -5.476 3.052 4.608 0.072
H -6.412 2.072 5.747 0.081
H -7.547 5.097 4.150 0.087
```

Values from the calculation:
* largest force on an atom: 0.0157 hartree/bohr
* SMILES string: [H]/N=C\COC(=O)N(CCC)CCCC(=O)O.CC(C)O.CC(C)O.CC(C)O.CC(C)O.CC(C)O
* E_LUMO: 0.49 eV
* frontier orbital gap: 10.03 eV